[1]
ORCA calculation (the ωB97M-V functional and the def2-TZVPD basis) on a structure of composition C10H26Cl2NO3P2Pb at a distorted geometry.

Output
Net charge: +3
Highest occupied orbital energy (alpha / beta): -0.6907 / -0.6907 Ha

Last column: Mulliken charge in e.
Geometry (Å):
1 C -0.90 -0.01 -3.27  -0.56
2 C -1.27 -0.25 -1.91  0.67
3 H -1.80 0.25 -3.91  0.41
4 H -0.34 -0.89 -3.68  0.26
5 H -0.17 0.83 -3.35  0.11
6 O -2.20 -0.59 -1.24  -0.16
7 Cl 2.45 -0.12 -2.51  -0.35
8 Pb 0.84 0.09 -0.21  0.66
9 P 0.87 -2.52 -0.29  0.67
10 C -0.31 -3.19 0.88  -0.98
11 C 0.61 -3.23 -1.92  -1.06
12 H 0.84 -4.31 -1.80  0.49
13 H 2.74 -3.94 0.10  0.49
14 H 1.29 -2.73 -2.64  0.32
15 H 3.26 -2.23 -0.31  0.37
16 H -1.35 -2.91 0.59  0.22
17 H -0.45 -3.07 -2.24  0.34
18 C 2.56 -2.86 0.28  -1.14
19 H -0.18 -4.29 0.85  0.53
20 H 2.66 -2.58 1.34  0.40
21 H -0.10 -2.81 1.90  0.31
22 P 0.63 2.68 -0.54  0.82
23 C -0.52 3.26 0.71  -1.08
24 C 2.31 3.20 -0.09  -1.24
25 H 0.91 2.86 -2.91  0.36
26 H 0.25 4.37 -2.07  0.49
27 H -0.85 2.93 -2.41  0.36
28 C 0.18 3.26 -2.17  -1.13
29 H 3.04 2.51 -0.55  0.37
30 H 2.43 4.23 -0.47  0.48
31 H -0.49 4.37 0.62  0.51
32 H -0.20 2.92 1.72  0.31
33 H 2.42 3.13 1.01  0.42
34 H -1.53 2.86 0.50  0.31
35 Cl 2.85 0.29 1.48  -0.30
36 N -3.04 -0.63 2.68  -0.20
37 C -1.96 0.03 3.50  -0.69
38 C -0.83 0.30 2.52  0.60
39 O 0.20 0.86 2.89  -0.50
40 O -1.12 -0.09 1.34  -0.58
41 H -3.33 -0.03 1.89  0.33
42 H -3.81 -0.81 3.31  0.39
43 H -2.71 -1.50 2.24  0.21
44 H -2.30 1.01 3.88  0.37
45 H -1.58 -0.65 4.30  0.38

***

[2]
ORCA calculation (the ωB97M-V functional and the def2-TZVPD basis) on a cluster of 13 separate species, C41H96F18N9O12P2 in total at a distorted geometry.

Output
Net charge: +5
Highest occupied orbital energy: -0.5626 Ha

Last column: Mulliken charge in e.
Geometry (Å):
1 C -4.17 6.02 -3.96  -1.18
2 C -2.99 5.05 -4.18  0.69
3 O -2.32 5.04 -5.23  -0.36
4 N -2.66 4.15 -3.04  0.34
5 H -3.31 4.29 -2.29  0.40
6 H -2.67 3.23 -3.47  -0.06
7 C -1.24 4.41 -2.58  -0.79
8 H -3.77 6.75 -3.25  0.34
9 H -5.01 5.46 -3.57  0.38
10 H -4.48 6.52 -4.88  0.37
11 H -1.13 5.48 -2.44  0.54
12 H -0.63 3.98 -3.38  0.60
13 H -1.04 3.97 -1.60  -0.22
14 C -5.05 -0.58 -2.04  -0.81
15 C -4.71 -2.06 -1.84  0.56
16 O -4.98 -2.71 -0.84  -0.44
17 N -4.01 -2.79 -2.96  0.08
18 H -4.50 -3.61 -3.27  0.45
19 H -4.08 -2.22 -3.79  0.31
20 C -2.52 -3.10 -2.65  -1.05
21 H -4.27 0.09 -2.41  -0.03
22 H -5.28 -0.04 -1.11  0.31
23 H -5.95 -0.39 -2.63  0.45
24 H -2.20 -3.80 -3.43  0.46
25 H -2.41 -3.66 -1.72  0.49
26 H -1.93 -2.19 -2.51  0.09
27 C 0.04 -2.47 -7.29  -0.76
28 C 1.40 -1.90 -7.10  0.59
29 O 2.43 -2.27 -7.69  -0.46
30 N 1.40 -0.61 -6.33  0.25
31 H 1.94 0.13 -6.76  0.40
32 H 0.48 -0.25 -6.10  0.03
33 C 1.88 -0.82 -4.88  -0.95
34 H -0.63 -1.76 -7.77  0.37
35 H -0.51 -2.66 -6.36  0.03
36 H 0.17 -3.41 -7.83  0.36
37 H 1.29 -1.54 -4.30  0.18
38 H 1.97 0.19 -4.47  0.22
39 H 2.87 -1.24 -5.05  0.65
40 C -2.75 5.77 2.96  -1.23
41 C -1.75 4.65 2.95  0.59
42 O -1.25 4.16 3.94  -0.40
43 N -1.29 4.31 1.53  0.00
44 H -1.93 4.62 0.81  0.40
45 H -0.38 4.67 1.31  0.40
46 C -1.13 2.73 1.37  -0.06
47 H -2.77 6.05 4.01  0.38
48 H -3.68 5.39 2.55  0.38
49 H -2.30 6.65 2.51  0.42
50 H -1.40 2.12 2.23  -0.33
51 H -0.04 2.62 1.34  0.17
52 H -1.55 2.35 0.44  0.29
53 C 2.35 0.55 3.51  -0.86
54 C 1.88 -0.33 4.67  0.53
55 O 1.68 0.03 5.79  -0.46
56 N 1.77 -1.84 4.34  0.62
57 H 1.44 -2.35 5.15  0.49
58 H 1.05 -1.90 3.64  -0.38
59 C 3.11 -2.53 3.92  -0.58
60 H 1.88 1.51 3.71  0.52
61 H 2.17 0.25 2.48  0.04
62 H 3.36 0.92 3.63  0.49
63 H 3.87 -2.39 4.68  0.39
64 H 3.38 -2.22 2.91  0.14
65 H 2.79 -3.58 3.91  0.28
66 C 0.08 -6.50 3.95  -1.07
67 C -0.97 -5.73 3.12  0.62
68 O -2.15 -5.56 3.52  -0.45
69 N -0.44 -5.09 1.85  0.51
70 H -0.44 -4.09 1.99  -0.51
71 H 0.50 -5.30 1.55  0.44
72 C -1.20 -5.48 0.56  -0.51
73 H 0.79 -5.71 4.18  0.19
74 H 0.46 -7.32 3.34  0.44
75 H -0.39 -6.99 4.80  0.37
76 H -2.25 -5.40 0.81  0.42
77 H -0.99 -6.54 0.46  0.50
78 H -0.82 -4.90 -0.29  -0.15
79 C 5.43 -4.64 -2.16  -1.15
80 C 4.99 -3.33 -1.64  0.66
81 O 5.69 -2.31 -1.53  -0.39
82 N 3.61 -3.35 -0.85  0.40
83 H 2.93 -3.97 -1.24  0.12
84 H 3.86 -3.73 0.06  0.48
85 C 3.05 -2.00 -0.56  -1.04
86 H 4.91 -5.60 -2.11  0.32
87 H 6.41 -4.93 -1.77  0.40
88 H 5.55 -4.47 -3.23  0.35
89 H 3.71 -1.63 0.22  0.62
90 H 2.04 -2.11 -0.16  -0.20
91 H 3.11 -1.43 -1.49  0.25
92 C 3.64 6.57 -4.37  -1.09
93 C 2.56 5.69 -3.77  0.48
94 O 1.45 5.59 -4.23  -0.41
95 N 2.99 4.84 -2.57  0.24
96 H 3.90 5.05 -2.19  0.19
97 H 2.34 5.03 -1.82  0.37
98 C 2.94 3.32 -2.93  -0.89
99 H 3.84 7.43 -3.73  0.38
100 H 3.35 7.07 -5.29  0.36
101 H 4.53 5.95 -4.41  0.36
102 H 3.60 3.07 -3.76  0.46
103 H 1.93 3.12 -3.29  0.19
104 H 3.14 2.72 -2.05  0.34
105 C -5.61 1.81 3.36  -1.09
106 C -5.29 1.51 4.79  -0.51
107 C -4.06 0.61 4.94  0.68
108 C -3.88 0.08 6.33  -1.17
109 N -2.53 -0.55 6.56  0.26
110 C -1.81 -1.28 5.43  -0.04
111 C -2.39 -2.71 5.39  0.19
112 C -2.70 -3.09 6.81  -0.92
113 C -2.56 -1.73 7.57  -0.58
114 C -1.63 0.58 7.09  -0.94
115 H -4.90 2.42 2.80  0.05
116 H -6.58 2.28 3.18  0.43
117 H -5.69 0.82 2.92  0.34
118 H -6.17 1.03 5.21  0.35
119 H -5.01 2.44 5.29  0.34
120 H -3.20 1.21 4.66  -0.25
121 H -4.17 -0.19 4.21  0.08
122 H -4.61 -0.72 6.42  0.48
123 H -4.02 0.71 7.21  0.43
124 H -0.77 -1.24 5.75  -0.08
125 H -1.89 -0.79 4.46  -0.37
126 H -1.62 -3.38 5.00  -0.12
127 H -3.28 -2.71 4.77  0.41
128 H -2.05 -3.80 7.30  0.39
129 H -3.72 -3.47 6.85  0.33
130 H -1.56 -1.81 8.01  0.41
131 H -3.28 -1.40 8.32  0.49
132 H -2.05 1.12 7.94  0.38
133 H -1.39 1.27 6.28  0.33
134 H -0.67 0.14 7.37  0.46
135 C 6.07 3.77 -1.38  0.38
136 O 5.49 3.02 -0.34  -0.35
137 O 5.78 5.07 -1.05  -0.92
138 C 7.61 3.40 -1.61  0.64
139 F 8.38 3.96 -2.56  -0.26
140 F 8.29 3.61 -0.46  -0.25
141 F 7.78 2.06 -1.85  -0.27
142 C 5.31 1.56 -0.35  -0.73
143 C 4.44 1.23 0.85  -0.55
144 H 4.98 1.58 1.73  0.56
145 H 3.43 1.62 0.74  -0.12
146 H 4.49 0.14 0.96  0.39
147 H 6.27 1.03 -0.34  0.55
148 H 4.74 1.09 -1.15  0.12
149 H 5.50 3.42 -2.24  -0.13
150 C -0.77 -1.60 1.05  0.43
151 O 0.01 -0.62 0.41  1.49
152 O -0.05 -2.25 2.04  -0.74
153 C -2.22 -1.07 1.53  -0.44
154 F -2.26 0.00 2.32  -0.08
155 F -2.94 -0.67 0.50  -0.13
156 F -2.95 -1.96 2.20  -0.33
157 C -0.16 -0.25 -0.91  0.14
158 C 1.00 0.83 -1.11  0.48
159 H 0.69 1.78 -0.68  0.12
160 H 1.97 0.48 -0.77  -0.90
161 H 1.02 1.01 -2.19  -0.28
162 H -1.17 0.02 -1.22  0.63
163 H 0.04 -0.99 -1.68  -0.87
164 H -0.95 -2.42 0.36  -0.18
165 P -1.73 0.81 -5.00  1.37
166 F -0.44 1.78 -4.83  -0.27
167 F -1.16 0.20 -6.48  -0.38
168 F -0.89 -0.41 -4.32  -0.37
169 F -3.14 0.01 -5.16  -0.39
170 F -2.27 1.23 -3.50  -0.51
171 F -2.51 2.13 -5.58  -0.36
172 P 1.11 -4.55 -3.20  1.93
173 F 1.88 -5.25 -2.00  -0.49
174 F 2.48 -3.76 -3.56  -0.41
175 F 1.65 -5.77 -4.12  -0.39
176 F 0.16 -4.02 -4.47  -0.31
177 F -0.23 -5.40 -2.74  -0.41
178 F 0.75 -3.26 -2.31  -0.84

***

[3]
ORCA calculation (the ωB97M-V functional and the def2-TZVPD basis) on a structure of composition C20H38ClN6O5PtS at a distorted geometry.

Output
Net charge: +1
Highest occupied orbital energy: -0.3935 Ha
Energy above the lowest of the compared OMol25 structures with the same formula, charge and spin: 44.00 kcal/mol

Last column: Mulliken charge in e.
Geometry (Å):
1 Pt 0.21 -0.60 -0.63  0.78
2 C -3.67 0.85 0.08  -1.34
3 N -2.53 0.40 0.88  0.23
4 C -1.56 1.45 1.19  -1.01
5 C -2.21 -0.90 0.98  0.37
6 N -0.90 -1.22 1.01  0.19
7 C -0.37 -2.35 1.65  0.12
8 C -0.95 -3.07 2.68  -0.79
9 C -0.35 -4.23 3.14  -0.70
10 C 0.86 -4.66 2.59  -0.93
11 C 1.50 -3.85 1.66  -0.09
12 C 0.90 -2.66 1.25  -0.15
13 N 1.55 -1.74 0.39  0.17
14 C 2.84 -1.45 0.57  0.20
15 N 3.65 -1.12 -0.45  0.45
16 C 3.30 -1.47 -1.83  -1.14
17 C 4.60 -0.02 -0.31  -1.04
18 N 3.40 -1.50 1.80  0.33
19 C 4.77 -1.97 2.00  -1.24
20 C 2.62 -1.33 3.02  -0.91
21 N -3.19 -1.80 1.10  0.37
22 C -4.50 -1.44 1.64  -1.23
23 C -3.09 -3.22 0.73  -1.27
24 H -3.30 1.56 -0.66  0.40
25 H -4.42 1.34 0.70  0.38
26 H -4.12 0.02 -0.46  0.42
27 H -2.11 2.29 1.61  0.39
28 H -1.05 1.80 0.29  0.34
29 H -0.84 1.09 1.91  0.24
30 H -1.88 -2.73 3.12  0.74
31 H -0.82 -4.82 3.92  0.45
32 H 1.30 -5.59 2.90  0.41
33 H 2.46 -4.13 1.26  0.50
34 H 3.07 -2.53 -1.90  0.20
35 H 4.15 -1.25 -2.47  0.35
36 H 2.43 -0.93 -2.20  0.32
37 H 4.74 0.24 0.74  0.38
38 H 4.24 0.87 -0.82  0.17
39 H 5.57 -0.29 -0.73  0.34
40 H 5.22 -2.25 1.06  0.36
41 H 4.75 -2.85 2.65  0.39
42 H 5.38 -1.21 2.48  0.40
43 H 1.70 -0.81 2.81  0.22
44 H 3.22 -0.74 3.72  0.43
45 H 2.39 -2.29 3.49  0.29
46 H -4.48 -0.45 2.08  0.37
47 H -4.76 -2.16 2.42  0.40
48 H -5.28 -1.48 0.88  0.40
49 H -2.20 -3.41 0.17  0.37
50 H -3.95 -3.47 0.10  0.41
51 H -3.11 -3.84 1.63  0.42
52 C 2.62 3.00 -0.93  -1.38
53 C 2.39 2.16 -2.18  -0.74
54 S 0.73 1.43 -2.13  0.90
55 O -0.14 2.43 -1.46  -0.85
56 C 0.36 1.51 -3.89  -0.85
57 C 1.36 0.77 -4.78  -1.09
58 H 3.54 3.56 -1.04  0.43
59 H 2.69 2.38 -0.03  0.29
60 H 1.80 3.69 -0.79  0.40
61 H 3.10 1.34 -2.29  0.34
62 H 2.42 2.78 -3.08  0.57
63 H 0.33 2.59 -4.07  0.65
64 H -0.64 1.10 -3.99  0.35
65 H 2.35 1.23 -4.76  0.30
66 H 1.00 0.79 -5.80  0.42
67 H 1.44 -0.27 -4.48  0.23
68 O -0.10 -1.41 -3.14  -0.55
69 Cl -1.49 -1.38 -2.72  1.73
70 O -2.38 -1.41 -3.82  -0.68
71 O -1.75 -2.46 -1.80  -0.59
72 O -1.65 -0.08 -1.96  -0.73

***

[4]
ORCA calculation (the ωB97M-V functional and the def2-TZVPD basis) on a cluster of 3 separate species, C19H29FIN10O9PS in total at a distorted geometry.

Output
Highest occupied orbital energy: -0.3489 Ha

Last column: Mulliken charge in e.
Geometry (Å):
1 H -2.34 0.82 3.51  0.17
2 N -2.35 -0.15 3.81  -0.73
3 C -3.32 -0.76 3.24  0.50
4 N -3.57 -2.10 3.54  -0.55
5 N -4.24 -0.18 2.34  -0.42
6 C -3.96 -0.55 0.94  -0.35
7 C -4.72 0.37 -0.01  -1.09
8 C -3.89 0.65 -1.29  -0.08
9 C -3.37 2.09 -1.37  -1.59
10 N -1.93 2.17 -1.16  0.28
11 C -1.44 2.27 0.12  0.52
12 O -1.85 2.99 0.98  -0.62
13 C -0.32 1.29 0.20  -0.46
14 C 0.44 0.93 1.29  0.96
15 C 0.27 1.60 2.63  -1.28
16 C 1.50 2.47 3.01  -0.76
17 C 1.27 3.97 2.93  -1.27
18 I 1.40 4.67 0.90  -0.02
19 C 1.38 -0.09 1.13  0.17
20 O 2.10 -0.41 2.31  -0.56
21 C 3.35 -0.11 2.21  0.45
22 N 4.45 0.19 2.20  -0.49
23 C 1.62 -0.76 -0.07  -0.03
24 P 2.85 -2.18 -0.07  1.31
25 N 2.87 -2.93 1.28  -0.92
26 O 4.24 -1.54 -0.49  -0.50
27 O 2.51 -3.25 -1.19  -0.43
28 C 0.88 -0.29 -1.20  0.09
29 S 1.24 -0.96 -2.82  1.30
30 O 2.65 -1.13 -2.85  -0.56
31 O 0.63 -0.24 -3.86  -0.54
32 F 0.54 -2.33 -2.76  -0.23
33 C -0.09 0.69 -1.04  0.78
34 C -1.11 1.35 -1.97  -0.61
35 O -1.33 1.28 -3.14  -0.48
36 H -2.72 -2.50 3.91  0.29
37 H -3.87 -2.59 2.71  0.27
38 H -4.18 0.83 2.40  0.35
39 H -4.30 -1.57 0.81  0.28
40 H -2.89 -0.49 0.73  0.18
41 H -4.99 1.30 0.48  0.47
42 H -5.63 -0.14 -0.32  0.36
43 H -3.10 -0.09 -1.33  0.38
44 H -4.51 0.47 -2.15  0.50
45 H -3.65 2.58 -2.30  0.32
46 H -3.84 2.67 -0.58  0.67
47 H 0.19 0.80 3.37  0.49
48 H -0.65 2.16 2.62  0.60
49 H 2.31 2.24 2.32  0.36
50 H 1.84 2.22 4.01  0.43
51 H 0.28 4.24 3.28  0.41
52 H 2.01 4.48 3.52  0.57
53 H 2.21 -2.57 1.95  0.30
54 H 4.20 -0.61 -0.24  0.40
55 H 1.60 -3.54 -1.00  0.37
56 N 7.30 -2.50 1.32  -0.32
57 C 8.32 -1.59 1.29  0.62
58 N 8.22 -0.64 0.31  -0.33
59 O 9.25 -1.63 2.08  -0.66
60 H 6.51 -2.48 0.69  0.15
61 H 7.33 -3.21 2.02  0.19
62 H 8.95 0.05 0.27  0.20
63 H 7.46 -0.59 -0.34  0.16
64 N -3.29 0.19 -5.63  -0.34
65 C -3.88 -0.94 -5.14  0.70
66 N -4.12 -1.93 -6.06  -0.45
67 O -4.16 -1.07 -3.96  -0.60
68 H -3.04 0.31 -6.59  0.18
69 H -3.07 0.92 -4.98  0.19
70 H -4.55 -2.77 -5.72  0.21
71 H -3.89 -1.85 -7.03  0.14

***

Listing total energy for the structures above in their given order: -2471.97313 -5494.09529 -2466.79565 -3103.32547 hartree.